No. 1
9
Properties=species:S:1:pos:R:3:forces:R:3 method="wB97M-V/def2-TZVPD" homo_lumo_gap_ev=9.534 smiles="C[P@](=O)(Cl)C#N" max_force_ha_per_bohr=0.091 lumo_energy_ev=-1.61 e_above_lowest_ev=1.512
C 1.3730 -0.2614 -1.1408 -1.91 1.58 2.25
C -0.9176 -0.5690 0.6835 3.20 0.71 3.37
N 1.9602 -0.8773 -1.8778 1.63 -1.62 -2.12
O 1.3758 1.1874 1.1554 -1.22 -0.89 -1.10
P 0.4789 0.4947 0.1998 -0.20 2.55 -0.07
Cl -0.9484 2.1161 -1.2051 1.73 -2.08 1.67
H -0.5999 -1.4755 1.2999 -0.48 1.48 -0.69
H -1.5425 0.1847 1.1321 -0.70 -0.29 0.43
H -1.1796 -0.7997 -0.2470 -2.05 -1.44 -3.74


No. 2
166
Properties=species:S:1:pos:R:3:forces:R:3 method="wB97M-V/def2-TZVPD" homo_lumo_gap_ev=7.912 smiles="Oc1ccc(O)cc1.Oc1ccc(O)cc1.Oc1ccc(O)cc1.Oc1ccc(O)cc1.Oc1ccc(O)cc1.Oc1ccc(O)cc1.Oc1ccc(O)cc1.COCCNCCOC.COCCNCCOC.O=C1OCCO1.O=C1OCCO1" max_force_ha_per_bohr=0.098 lumo_energy_ev=0.14
C 28.2611 -9.9736 10.0764 -1.56 -1.34 0.02
O 27.7869 -10.4398 8.7618 0.42 0.97 3.71
C 28.6231 -9.9656 7.7818 -0.03 -1.01 -1.34
C 27.8761 -10.3430 6.5245 -0.38 1.47 -1.98
N 26.7468 -9.3981 6.2839 0.93 0.50 0.67
C 25.7524 -9.8844 5.3861 -0.25 -2.33 0.09
C 24.7830 -8.8699 4.9131 0.25 2.02 0.22
O 24.1366 -8.2206 6.0440 1.65 0.95 -1.02
C 23.0271 -8.8427 6.5500 -0.23 -2.03 -0.59
H 28.1461 -8.9046 10.2554 0.25 0.15 -0.57
H 29.2393 -10.3462 10.3804 0.40 0.19 -0.69
H 27.6031 -10.4531 10.8012 -0.24 0.01 -0.08
H 29.5906 -10.4644 7.8394 0.29 -0.22 -0.15
H 28.8322 -8.8990 7.8630 -0.33 0.29 -0.20
H 27.5148 -11.3642 6.4026 0.11 -0.44 1.07
H 28.5371 -10.2565 5.6621 0.24 0.32 -0.15
H 26.2502 -9.2325 7.1476 0.34 0.17 0.36
H 25.1787 -10.6668 5.8829 -0.45 -0.42 0.34
H 26.2290 -10.4969 4.6208 0.05 0.59 -0.71
H 24.0997 -9.1807 4.1228 -0.44 -0.51 0.36
H 25.3507 -8.0646 4.4471 0.06 0.22 0.09
H 22.6988 -8.4021 7.4914 -0.16 0.26 -0.42
H 23.2686 -9.8908 6.7268 0.03 -0.40 0.68
H 22.3066 -8.9622 5.7409 -0.94 0.63 0.27
C 29.1029 8.0332 -5.6521 0.62 -0.85 -0.03
O 28.8178 6.8217 -4.9144 0.36 0.75 0.65
C 28.9976 5.5365 -5.4999 0.73 -0.13 0.25
C 28.8402 4.3224 -4.5162 -2.76 1.59 -1.39
N 27.3778 4.2832 -4.2234 0.84 -0.61 1.59
C 26.8775 3.0928 -3.5454 1.54 -0.48 0.29
C 27.8127 2.5476 -2.3890 -1.85 2.41 -0.57
O 27.6350 3.5495 -1.3678 0.25 -1.49 0.14
C 28.3253 3.1770 -0.1906 -0.48 0.66 0.39
H 28.4261 8.2162 -6.4867 -0.34 -0.13 0.11
H 30.1116 8.1028 -6.0594 0.34 -0.83 -0.29
H 29.1525 8.9033 -4.9975 -0.85 -0.36 0.50
H 30.0108 5.3866 -5.8730 0.21 0.53 -0.53
H 28.2625 5.4726 -6.3022 0.10 -0.50 -0.30
H 29.4757 4.4165 -3.6356 -0.39 0.27 0.16
H 29.1178 3.4042 -5.0337 0.45 -0.06 -0.37
H 26.7183 4.4611 -4.9674 0.78 0.39 -0.47
H 26.7493 2.2501 -4.2248 -0.06 -0.31 -0.40
H 25.8928 3.3783 -3.1755 0.07 -0.43 0.53
H 28.8815 2.4748 -2.5904 0.01 -0.08 -0.57
H 27.4440 1.5559 -2.1267 -0.11 -0.03 0.48
H 28.3890 2.0956 -0.0691 0.30 -0.09 -0.14
H 27.7564 3.5375 0.6665 -0.09 0.12 0.01
H 29.2902 3.6823 -0.1498 0.34 -0.34 -0.04
C 15.4498 4.0622 -9.9789 2.55 -2.64 1.36
C 14.9802 5.2577 -9.6440 -0.41 3.08 -0.59
C 15.6782 6.0199 -8.7293 0.87 1.90 2.38
C 16.8162 5.5751 -8.0589 -1.93 1.58 0.16
C 17.2665 4.3319 -8.3068 1.14 -0.02 -0.31
C 16.6415 3.6264 -9.2906 -2.02 -0.71 -0.42
O 17.0047 2.3697 -9.5595 0.48 -2.11 -1.14
O 15.1644 7.2555 -8.3376 -1.17 -0.14 -1.22
H 14.8904 3.3359 -10.5498 0.29 0.12 -0.43
H 14.2496 5.7677 -10.2543 -0.67 -0.16 0.39
H 17.2187 6.1626 -7.2469 0.17 0.21 -0.09
H 18.1678 4.0725 -7.7711 0.01 -0.87 -0.20
H 17.3393 1.8586 -8.8189 0.11 0.41 0.19
H 15.6521 7.7990 -7.7144 0.57 -0.68 -0.07
C 12.5048 -0.0914 -2.7100 0.63 -3.28 -0.24
C 13.0862 -1.3880 -2.8306 0.38 1.19 1.47
C 13.4433 -2.0914 -1.6664 1.14 0.10 0.23
C 13.2392 -1.5041 -0.3895 -0.26 -0.71 -1.40
C 12.5892 -0.2832 -0.3033 0.80 0.68 0.17
C 12.3163 0.4362 -1.4529 -0.56 1.28 -2.18
O 11.8374 1.7352 -1.4773 -0.70 0.18 2.01
O 14.2176 -3.2894 -1.7668 -1.46 1.74 0.14
H 12.1294 0.2801 -3.6521 0.16 0.92 0.23
H 13.5313 -1.6201 -3.7869 -0.43 -0.66 -0.24
H 13.6510 -1.9780 0.4893 -0.20 -0.16 0.04
H 12.4960 0.2245 0.6453 -0.14 -0.07 0.13
H 12.1698 2.3123 -2.1686 0.30 -0.66 -0.21
H 14.0988 -3.4947 -2.6970 0.36 -0.55 -0.16
C 13.7617 -10.5060 4.3163 1.05 0.34 -1.69
C 14.3673 -9.8750 3.1679 1.63 -1.03 1.09
C 15.4948 -10.4697 2.5612 -1.94 -2.35 1.42
C 15.8715 -11.7485 3.0087 0.01 0.13 -0.25
C 15.3006 -12.3601 4.1026 -0.70 0.20 0.41
C 14.2355 -11.7491 4.7726 -0.71 0.86 0.77
O 13.6968 -12.3355 5.9533 0.83 0.27 -1.51
O 16.0278 -10.0795 1.3983 0.36 1.02 -0.49
H 12.9119 -9.9902 4.7383 0.00 -0.14 0.40
H 14.2295 -8.8580 2.8316 -1.04 0.18 0.22
H 16.5366 -12.3399 2.3969 0.40 0.19 0.03
H 15.6159 -13.3494 4.3997 0.02 -0.04 0.07
H 12.7611 -12.1247 5.9938 -0.08 0.11 0.00
H 15.5484 -9.2833 1.1577 0.17 0.27 -0.48
C 17.5931 -9.0669 -8.6224 0.09 0.83 -0.11
C 18.0209 -8.9929 -9.9464 -1.54 -2.44 0.32
C 17.1381 -9.5895 -10.9004 0.44 1.63 0.89
C 15.8247 -9.9892 -10.5058 3.16 -0.28 -2.92
C 15.4527 -9.9071 -9.2013 -2.39 -0.81 -1.33
C 16.2797 -9.4151 -8.2951 1.88 0.79 1.68
O 15.9218 -9.3332 -6.9948 0.61 0.39 1.62
O 17.5729 -9.6857 -12.2113 -1.06 -0.60 0.15
H 18.2708 -8.8094 -7.8218 -0.03 0.16 0.11
H 19.0769 -8.8962 -10.1515 0.02 0.47 -0.22
H 15.3696 -10.5344 -11.3195 -0.96 0.12 0.26
H 14.4704 -10.2214 -8.8807 -0.19 -0.17 -0.11
H 14.9956 -9.4496 -6.7707 -0.06 -0.15 -0.66
H 18.3395 -9.1333 -12.3812 0.01 0.05 0.35
C 19.1131 -1.0365 6.6939 2.04 -0.16 -0.01
C 18.3175 -0.3086 7.4981 -1.52 1.83 1.22
C 18.7192 0.9570 7.9458 0.79 2.38 0.02
C 19.9597 1.4754 7.5729 0.72 -0.62 -0.22
C 20.8568 0.6801 6.8807 -0.66 -0.99 -0.07
C 20.4403 -0.5773 6.4913 -1.14 -0.37 -0.53
O 21.2910 -1.3078 5.7360 1.05 -0.60 -0.60
O 17.8507 1.7831 8.6377 -1.44 -1.48 0.13
H 18.7322 -1.9725 6.3127 0.35 -0.14 -0.19
H 17.3139 -0.6314 7.7329 -0.10 -0.02 0.07
H 20.4094 2.4417 7.7472 -0.93 0.47 0.68
H 21.8569 1.0033 6.6320 -0.01 0.06 -0.02
H 21.2580 -2.2374 5.9735 -0.14 -0.05 -0.02
H 18.0759 2.6735 8.9172 0.99 -0.31 -0.48
C 25.9269 0.3608 -12.5595 -1.20 -2.06 1.67
C 24.7550 -0.5092 -12.5970 1.77 0.99 0.84
C 24.4720 -1.3735 -11.5378 -0.26 0.77 0.29
C 25.3372 -1.3761 -10.4124 0.15 -0.14 -0.23
C 26.4739 -0.5618 -10.3372 -1.03 0.16 -1.27
C 26.7774 0.2860 -11.4038 -2.59 -0.98 -2.14
O 27.9109 0.9466 -11.2695 1.92 1.36 0.23
O 23.2717 -2.1194 -11.4919 1.49 0.22 0.34
H 26.0714 1.0076 -13.4122 0.36 0.16 0.12
H 24.0731 -0.4464 -13.4321 0.01 0.02 -0.17
H 25.1471 -2.0717 -9.6084 -0.26 0.04 0.12
H 27.1899 -0.4322 -9.5392 -0.29 -0.74 0.47
H 28.2487 1.3176 -12.0880 -0.24 0.03 -0.13
H 22.6204 -1.7505 -12.0930 0.17 0.17 -0.15
C 25.7161 -12.1299 -7.9419 2.81 0.58 2.10
C 25.6229 -11.6120 -6.5951 -0.02 -1.03 -2.26
C 26.7183 -11.5465 -5.7187 -0.15 -0.55 -3.64
C 28.0110 -11.7792 -6.2397 -1.77 -1.03 0.75
C 28.1220 -12.3480 -7.4998 0.72 1.18 1.09
C 27.0473 -12.4417 -8.3674 -2.12 0.47 1.32
O 27.3110 -12.8034 -9.6081 0.94 -0.96 -2.12
O 26.4774 -11.2086 -4.4758 0.40 1.28 3.25
H 24.8896 -12.2980 -8.6165 -0.19 0.30 0.12
H 24.6522 -11.2409 -6.3009 -0.08 -0.18 0.47
H 28.8920 -11.7562 -5.6154 -0.07 0.21 0.20
H 29.1608 -12.5953 -7.6618 -0.18 -0.31 -1.23
H 26.5505 -12.9005 -10.1858 -0.24 0.10 0.31
H 25.8538 -11.7761 -4.0170 -0.07 -0.07 -0.35
C 22.4188 -4.5029 -2.9699 3.08 -0.13 -2.62
C 21.7163 -4.0482 -1.8033 -0.57 -0.81 1.56
O 20.9914 -2.9910 -2.3230 -0.75 1.75 -0.08
C 20.8557 -3.1562 -3.6434 -3.91 2.20 -2.29
O 20.0682 -2.4835 -4.3182 2.42 -1.65 1.62
O 21.5538 -4.1900 -4.0870 0.05 -0.79 0.50
H 22.8458 -5.5051 -3.0059 -0.64 -0.07 -0.05
H 23.2379 -3.8140 -3.1763 0.59 -0.14 0.35
H 22.3914 -3.6724 -1.0344 -0.29 -0.38 0.23
H 21.0082 -4.8214 -1.5055 0.02 0.03 0.79
C 19.7562 2.9366 0.3366 -1.13 0.31 1.49
C 18.6930 3.2848 -0.7284 1.23 -0.75 0.21
O 19.2476 4.4558 -1.3153 -0.69 0.26 -0.78
C 20.2601 4.9101 -0.5843 3.04 1.85 -0.89
O 20.9841 5.8561 -0.8165 -1.89 -0.65 -0.19
O 20.5775 4.0942 0.3998 -0.33 -1.15 0.98
H 20.3827 2.0491 0.2471 -0.18 0.08 -0.59
H 19.2044 2.8647 1.2738 0.36 -0.22 0.30
H 17.7151 3.5359 -0.3176 0.09 -0.25 -0.04
H 18.6822 2.4344 -1.4101 -0.52 0.49 -0.50


No. 3
15
Properties=species:S:1:pos:R:3:forces:R:3 method="wB97M-V/def2-TZVPD" homo_lumo_gap_ev=10.251 smiles=CNCN.O max_force_ha_per_bohr=0.052 lumo_energy_ev=0.83 e_above_lowest_ev=0.919
C -0.2699 -1.9599 0.3608 1.03 0.37 -0.68
N 0.3281 -1.2599 -0.8154 0.20 -0.89 0.80
C 0.8547 0.0255 -0.4497 -0.82 2.51 -0.51
N 0.6129 1.1391 -1.4308 0.07 -1.29 -0.16
H -0.5999 -2.9271 -0.0126 -0.44 0.06 0.35
H -1.0481 -1.3320 0.7811 -0.39 -0.27 -0.06
H 0.4945 -2.1180 1.1366 -0.23 -0.08 0.05
H 1.0747 -1.8933 -1.0852 0.06 0.34 -0.46
H 0.3161 0.3726 0.4275 0.21 -0.23 0.39
H 1.9071 0.1870 -0.2486 0.45 -1.00 0.24
H -0.3809 1.3400 -1.4811 -0.06 -0.08 0.03
H 0.8253 0.6997 -2.3272 0.01 0.47 -0.10
H -1.4413 1.6502 2.7685 0.14 -0.47 0.00
H -0.8797 1.3198 1.3223 -0.12 -0.12 0.50
O -1.2600 1.9926 1.8945 -0.12 0.69 -0.41


No. 4
7
Properties=species:S:1:pos:R:3:forces:R:3 method="wB97M-V/def2-TZVPD" homo_lumo_gap_ev="7.596 / 7.929" max_force_ha_per_bohr=0.060 lumo_energy_ev="-1.23 / -0.95" e_above_lowest_ev=2.910
N 0.3486 -0.4908 -1.5076 -0.85 0.02 -2.57
O 0.3623 -0.3850 -2.7065 0.16 -0.42 0.44
P -0.7913 -0.7417 1.0566 2.10 -1.78 0.30
P 0.9484 0.1002 -0.1880 0.14 0.98 2.93
H -0.8759 0.2153 2.0275 0.13 0.97 0.63
H -1.9115 -0.3743 0.4146 -1.16 0.88 -1.16
H 1.9194 1.6763 0.9035 -0.51 -0.65 -0.57


No. 5
16
Properties=species:S:1:pos:R:3:forces:R:3 method="wB97M-V/def2-TZVPD" homo_lumo_gap_ev="6.955 / 6.940" max_force_ha_per_bohr=0.082 lumo_energy_ev="-1.50 / -1.49" e_above_lowest_ev=9.974
C -0.9544 -1.7580 0.1923 1.21 -3.29 0.86
C 1.5307 0.0666 -0.2304 -1.53 -0.75 -0.09
C -1.3004 -0.6687 -0.4084 -0.30 3.69 -1.98
C 2.4158 -0.8441 0.3991 0.37 -1.09 -0.29
C -1.3298 0.7862 -0.0903 -0.28 -0.96 0.84
N -0.5170 -2.8477 0.2758 -0.08 0.06 0.85
O -1.3979 1.5377 -1.2475 0.42 -0.63 -0.94
O -0.2988 1.1936 0.7634 -1.48 1.58 0.66
O -2.5580 0.9408 0.6217 0.99 -0.20 0.57
H 1.7750 1.1067 -0.4458 0.85 -0.18 -0.26
H 2.4212 -1.2347 -0.7668 0.20 0.38 1.62
H 1.9202 -1.7066 1.0127 0.86 1.32 -1.49
H 3.4811 -0.6017 0.7218 -1.34 -0.14 -0.14
H -1.2695 0.8792 -1.9769 -0.16 0.90 0.71
H -0.6907 1.9993 1.1972 0.78 -0.86 -0.31
H -3.2273 1.1513 -0.0178 -0.52 0.16 -0.63


No. 6
40
Properties=species:S:1:pos:R:3:forces:R:3 method="wB97M-V/def2-TZVPD" homo_lumo_gap_ev=8.275 smiles="c1ccc(C2=NO[C@@H]3c4ccccc4Nc4ccccc4[C@@H]23)cc1" max_force_ha_per_bohr=0.064 lumo_energy_ev=0.35 e_above_lowest_ev=3.023
N 2.2920 -0.1255 1.5936 -2.88 -0.19 -1.55
O 1.8757 1.2429 1.5118 0.69 0.14 0.88
C 1.3797 -0.8231 0.9469 1.51 0.77 0.45
C 1.5198 -5.1106 0.6503 0.93 1.25 0.50
C 2.6362 -4.3582 1.1226 -0.74 -1.68 -0.50
C 0.3715 -4.4226 0.3003 0.16 -0.17 0.10
C -2.2446 4.2961 1.7582 -0.32 -1.34 -0.12
C -0.9596 0.1474 -3.7609 -0.43 0.25 0.18
C -0.9500 4.4100 2.2445 1.03 -0.56 -0.62
C 0.1189 -0.6442 -3.3879 -0.02 0.39 0.05
C 2.5728 -2.9953 1.2562 0.32 0.25 0.13
C 0.2895 -3.0453 0.4263 1.16 1.13 0.45
C -2.5413 3.2452 0.8648 0.77 1.58 1.06
C -1.6694 0.8265 -2.7649 0.32 -0.37 -0.32
C 0.0487 3.4865 1.8141 -0.47 0.33 0.05
C 0.5445 -0.7233 -2.0713 -0.43 1.01 0.85
C 1.4024 -2.2979 0.9132 -0.23 -0.63 -0.50
C -1.5550 2.3610 0.4123 -0.89 0.25 0.46
C -1.2798 0.7692 -1.4270 0.82 -1.23 -0.88
C -0.2458 2.4258 0.9235 0.36 0.87 0.84
C -0.1483 -0.0162 -1.0698 -0.70 -0.66 -1.14
N -2.0672 1.4271 -0.4952 0.39 -0.17 0.29
C 0.8369 1.4236 0.5471 0.12 -0.05 0.18
C 0.2792 0.0264 0.3476 0.05 0.00 0.78
H 1.5416 -6.1865 0.5653 0.21 -0.04 -0.05
H 3.5719 -4.8805 1.3340 -0.31 0.17 0.08
H -0.4449 -4.9907 -0.1028 -0.44 -0.01 -0.06
H -3.0758 4.8954 2.1536 0.56 -0.02 -0.36
H -1.2350 0.2766 -4.8243 0.13 -0.25 0.80
H -0.6896 5.2356 2.9002 0.06 -0.25 0.02
H 0.6711 -1.1534 -4.1350 0.44 -0.43 -0.63
H 3.4904 -2.5161 1.6185 -0.65 0.27 -0.23
H -0.5979 -2.4994 0.1323 -0.06 -0.15 -0.05
H -3.5621 3.1822 0.5218 -0.09 -0.30 -0.22
H -2.5567 1.4011 -3.0007 0.06 0.12 -0.18
H 1.0937 3.5944 2.1722 -0.90 -0.16 -0.19
H 1.4672 -1.2291 -1.7841 -0.36 -0.17 -0.21
H -2.9547 1.7255 -0.8745 0.14 -0.07 0.06
H 1.3382 1.7565 -0.3652 -0.03 -0.05 -0.17
H -0.5641 -0.1372 1.0325 -0.29 0.17 -0.24